Entry 1:
Computed, not measured: a cluster of 2 separate species, C3H8OS2 in total at a distorted geometry, with the ωB97M-V functional and the def2-TZVPD basis.

Values from the calculation:
HOMO level ... -7.8 eV
Multiplicity ... 1
ΔE to the lowest compared entry with this formula, charge and spin ... 27.4 kcal/mol
Total energy ... -990.66693 hartree
Kohn-Sham gap ... 7.40 eV
LUMO energy ... -0.39 eV

Element x y z (Å)
S 3.4791 0.2298 -0.7964
S 2.4532 0.2082 0.8745
O -2.0371 1.2535 -1.0810
C 0.3893 -0.6404 -0.7959
C -0.0983 -0.2466 1.7207
C 0.8092 -0.1987 0.5620
H -2.0613 1.9514 -1.7630
H 1.3548 -0.3555 -1.4313
H 0.3695 -1.7679 -0.9519
H -0.3609 -1.3067 1.9764
H -2.8017 0.6909 -1.2884
H -0.5660 -0.2263 -1.0185
H 0.1540 0.2168 2.6615
H -1.0839 0.1915 1.3312

---

Entry 2:
Computed, not measured: a cluster of 6 separate species, C29H69N7O8PS in total at a distorted geometry, with the ωB97M-V functional and the def2-TZVPD basis.

Values from the calculation:
HOMO level ... -10.5 eV
Multiplicity ... 1
Charge ... +1
Total energy ... -2870.73761 hartree
Kohn-Sham gap ... 5.49 eV
LUMO energy ... -5.02 eV

Element x y z (Å)
S 1.9306 -0.1675 -0.9271
P 1.5253 -2.0114 -1.3592
O 3.5855 2.9444 -3.9913
O -2.2822 -1.6934 3.1330
O -2.7547 -2.8496 7.2164
O 1.6600 -5.4370 -2.0988
O -3.1237 -0.1071 1.7918
O 6.0497 6.1606 1.8511
O -3.8334 -4.3444 -5.6570
O -1.6341 4.2472 2.6095
N -0.9630 -3.4324 -1.3179
N 0.5822 -7.2301 -0.0729
N 5.4895 1.7842 -2.1881
N 5.3582 4.5062 -0.3866
N -0.6359 1.5664 2.5335
N -4.4999 -2.3331 -3.7309
N -5.1978 -3.4253 8.6113
C 4.0363 4.0774 -4.7131
C -0.6742 5.2577 2.8697
C -4.8395 -4.6432 -6.6154
C -5.5347 -1.2786 7.5153
C 5.5147 7.4724 1.8372
C -3.1916 -1.9945 8.2612
C -0.1780 -6.0907 -0.5579
C 4.2228 1.7282 -4.3274
C -3.2687 -3.0519 -5.7670
C -0.6789 -1.6995 0.2569
C -1.4882 3.5903 1.3665
C -2.7384 -2.9183 0.1707
C -0.4736 -4.2899 -2.4210
C 4.3998 4.7004 0.7066
C 5.0967 5.1279 2.0084
C 6.7193 2.2944 -4.2223
C -4.0784 -1.9400 -5.0810
C -0.4613 2.4471 1.3710
C -2.5192 -1.1348 1.9239
C -1.9533 -1.9257 0.7460
C -2.9016 -2.3208 5.9153
C 0.9869 2.9258 1.3238
C 0.2561 -5.5874 -1.9523
C -0.2050 -2.4533 -0.7792
C 5.5690 1.4937 -3.6216
C -2.1972 -3.6339 -0.8578
C 3.3176 5.6726 0.2475
C -5.3051 -1.4977 -5.8704
C -4.7030 -2.0472 8.5373
H 2.6660 5.9561 1.0776
H -4.6315 -4.1770 -7.5813
H -5.8219 -4.3349 -6.2534
H -5.6149 -1.8068 6.5646
H -4.8689 -1.5754 9.5100
H -0.6347 1.8539 0.4654
H -5.1089 -0.2910 7.3244
H -3.0598 -2.8067 -6.8149
H 4.3040 3.8243 -5.7430
H 0.2099 4.8373 3.3547
H -0.0353 -6.3611 -2.6767
H -1.2291 -6.4101 -0.6413
H -2.4691 3.1577 1.1491
H 1.2688 -6.9788 0.6215
H 6.6752 3.3488 -3.9503
H 6.0240 3.7865 -0.1144
H 0.1800 -3.7223 -3.0823
H 3.9101 3.7405 0.9029
H -1.3583 -4.5918 -2.9926
H -4.7095 -3.9114 9.3586
H 5.9245 5.3491 -0.4470
H -1.2802 4.3123 0.5670
H 4.3204 1.6288 -5.4168
H -5.6899 -0.5590 -5.4723
H 7.6736 1.9109 -3.8602
H 6.7234 2.2207 -5.3121
H -1.9310 -2.5836 2.9880
H 4.7841 1.1823 -1.7711
H 4.8842 4.5446 -4.2081
H -2.6746 -2.3455 9.1579
H 3.7339 6.5815 -0.1864
H 5.6595 4.2685 2.3839
H -3.7416 -3.1201 0.5322
H 2.6959 5.2083 -0.5201
H 1.3209 3.3290 2.2798
H -5.0580 -1.3366 -6.9211
H 4.6549 7.5688 2.5063
H -3.4200 -1.0702 -4.9933
H 3.2233 4.8031 -4.7343
H -2.7383 -1.2407 5.8879
H 5.8154 0.4331 -3.7422
H -2.1580 -2.8005 5.2797
H 2.4016 -2.8981 -0.6877
H -2.8130 -4.4182 -1.2912
H -3.6692 -2.5397 -3.1801
H 0.9829 -7.7883 -0.8139
H 1.1219 3.6952 0.5608
H -4.9674 -3.2338 -3.8112
H -4.8895 -3.9049 7.7693
H 5.0970 2.7205 -2.0880
H 1.6513 2.0949 1.0783
H -2.8516 -0.9659 8.0865
H -6.5493 -1.1361 7.8871
H 1.6295 -2.1801 -2.7565
H -6.1166 -2.2231 -5.8168
H 2.0031 -5.2369 -1.2179
H -3.8887 -2.5631 5.5118
H -0.3859 5.7896 1.9588
H -0.6420 2.1561 3.3620
H -0.0291 -0.9329 0.6800
H -4.8601 -5.7241 -6.7494
H 4.3671 5.3886 2.7863
H 5.2356 7.7669 0.8229
H 3.5329 0.9419 -4.0018
H -0.0690 -5.2694 0.1654
H 6.2953 8.1532 2.1758
H -1.5719 1.1727 2.5074
H -1.1222 5.9713 3.5605
H -2.2971 -3.1173 -5.2622

---

Entry 3:
Computed, not measured: a structure of composition C33H64BN9OPPt, with the ωB97M-V functional and the def2-TZVPD basis.

Values from the calculation:
HOMO level (spin up / spin down) ... -10.8 / -11.1 eV
Multiplicity ... 3
Charge ... +1
Total energy ... -2349.30660 hartree
Expectation value of S² ... 2.005
Kohn-Sham gap (spin up / spin down) ... 9.17 / 7.61 eV
LUMO energy (spin up / spin down) ... -1.60 / -3.50 eV

Element x y z (Å)
Pt -0.4628 1.0107 -0.1823
P -0.2431 2.6075 2.8891
O -0.9385 1.7497 1.8603
N -1.1549 3.8987 3.3078
N 1.4213 0.6359 -1.1586
N -0.5746 -1.4031 -1.9104
N -1.0518 -0.8959 0.6405
N 1.7458 -0.6990 -1.1864
N 0.0149 -1.7395 0.5388
N 0.1423 1.6842 4.1854
N 1.1293 3.3016 2.2309
N -1.0624 -0.1151 -1.9362
C -2.1422 -0.0866 -2.7034
C -1.3748 -2.1733 -2.6854
C 3.2961 0.3975 -2.3068
C 2.8818 -0.8518 -1.9160
C 2.2751 2.3862 2.1448
C 0.4669 0.2687 4.0418
C 3.4128 3.5890 -1.7116
C 2.3348 1.3035 -1.8654
C 0.3413 -5.1612 1.5680
C -0.1089 -2.6858 1.5032
C 2.3237 2.7298 -2.3600
C 0.8651 -3.7625 1.9027
C -1.3167 -3.6554 -2.9731
C -2.3566 -1.3615 -3.2212
C 0.9546 3.3863 -2.4335
C -2.9807 1.1260 -2.9974
C -3.3378 -0.3382 3.3666
C 0.6300 2.2898 5.4158
C -0.6283 5.1459 3.8441
C 3.5416 -2.0944 -2.4624
C -3.2266 -0.7579 1.8998
C -1.2814 -2.4423 2.1911
C -0.7522 -3.9241 -4.3716
C 2.7196 -2.6725 -3.6166
C -1.8613 -1.3164 1.6054
C -3.6833 0.3337 0.9413
C -2.7256 1.5824 -4.4393
C -2.8186 2.2965 -2.0335
C 3.9405 -3.1966 -1.4907
C 2.2834 -3.5751 1.3904
C -0.6795 -4.5562 -1.9223
C 0.7675 3.8301 0.9269
C -2.5755 3.6879 3.5702
B 0.6263 -1.7475 -0.9295
H -0.6585 -5.3261 1.9685
H 1.0821 -2.8156 -1.1523
H 4.3653 3.0602 -1.7010
H 4.3361 -2.8087 -0.5530
H 2.4525 -1.9082 -4.3460
H 3.0981 2.9109 1.6609
H -4.0203 0.7877 -2.9346
H 4.4677 -1.6958 -2.8871
H -2.9129 2.7651 3.1077
H -2.7761 3.6433 4.6440
H -3.0972 -1.1627 4.0364
H 0.2921 2.8024 -3.0714
H 4.7104 -3.8147 -1.9520
H 3.1836 3.8631 -0.6845
H -4.3528 -0.0104 3.5928
H 0.3063 -5.3086 0.4887
H -3.1495 -1.6721 -3.8791
H -3.6263 3.0112 -2.1918
H -3.9022 -1.6089 1.7488
H -1.8806 2.8230 -2.1987
H 0.2883 -3.6106 -4.4492
H 0.1186 -0.0988 3.0816
H 1.5461 0.1006 4.1219
H -0.9945 -5.5847 -2.1005
H 2.6390 2.6130 -3.4035
H 4.1478 0.6211 -2.9254
H 2.3726 -3.9786 0.3875
H 0.4735 3.4927 -1.4639
H -2.8675 1.9865 -0.9850
H -3.6789 -0.0199 -0.0907
H 0.0302 4.6294 1.0171
H -0.9911 -4.2778 -0.9154
H -1.1395 5.9861 3.3695
H 2.9858 -4.1157 2.0240
H 3.5476 4.5104 -2.2779
H -0.0302 -0.2986 4.8317
H -1.6832 1.8833 -4.5595
H -3.3573 2.4353 -4.6869
H 2.0563 1.4818 1.5582
H -1.6715 -3.0266 3.0063
H -2.6492 0.4792 3.5790
H 0.2823 1.7032 6.2671
H 1.7234 2.3232 5.4436
H 1.0432 4.3845 -2.8630
H -1.3194 -3.3896 -5.1329
H -3.1482 4.5122 3.1419
H 1.8030 -3.1157 -3.2319
H -0.8023 -4.9897 -4.5951
H -3.0542 1.2193 1.0204
H -0.7975 5.2148 4.9231
H 1.0053 -5.9170 1.9874
H -2.3764 -3.9315 -3.0075
H 0.8926 -3.6812 2.9954
H 1.6332 4.1881 0.3845
H 2.5962 2.0994 3.1430
H 3.2829 -3.4544 -4.1257
H 0.4370 5.2255 3.6404
H 0.4083 -4.5375 -1.9649
H -2.9293 0.7875 -5.1548
H 0.2542 3.0164 0.3594
H 3.0949 -3.8439 -1.2768
H -4.7006 0.6390 1.1881
H 2.5832 -2.5267 1.3650
H 0.2504 3.3014 5.5269

---

Entry 4:
Computed, not measured: a cluster of 2 separate species, C34H29NO2S in total at a distorted geometry, with the ωB97M-V functional and the def2-TZVPD basis.

Values from the calculation:
HOMO level ... -6.3 eV
Multiplicity ... 1
ΔE to the lowest compared entry with this formula, charge and spin ... 71.3 kcal/mol
Total energy ... -1916.27804 hartree
Kohn-Sham gap ... 3.85 eV
LUMO energy ... -2.41 eV

Element x y z (Å)
S 1.2937 -2.9883 -1.2440
O 2.5981 -3.1682 -0.6415
O 0.1240 -3.7068 -0.7858
N -1.2048 5.4532 0.5406
C 0.9003 -1.3380 -1.2842
C -0.6784 6.1703 -0.6008
C 3.7191 1.5788 -0.0821
C 1.9297 -0.4170 -0.9523
C 2.3109 0.6590 -1.8173
C -3.1063 -3.0005 2.1454
C -4.3983 -2.7680 1.6498
C 3.1622 -4.6579 -4.4351
C -4.6184 -1.7368 0.7194
C -2.3923 1.9956 1.0010
C -0.3003 -2.4759 3.6298
C -2.3123 -1.0492 0.9056
C 3.3352 0.5428 0.7896
C -1.9749 6.2452 1.4828
C -0.1217 1.9754 0.1678
C 0.6544 -3.5478 -3.8930
C 1.6594 -3.5386 -2.9257
C 0.6548 0.0515 2.7838
C 2.1564 -4.7215 -5.4048
C 1.0902 -0.5157 3.9857
C -0.1549 3.3463 -0.0035
C -2.0704 -2.1351 1.8085
C -3.5731 -0.8931 0.3203
C -1.2488 4.0825 0.5331
C -1.1812 -0.1447 0.9904
C -0.2703 -0.6489 1.9985
C -1.2343 1.2626 0.6611
C -0.7888 -1.9046 2.4676
C 3.2419 1.6027 -1.4003
C 0.9034 -4.1538 -5.1353
C -2.3652 3.3754 1.0556
C 2.9358 -4.0415 -3.2051
C 0.6132 -1.7657 4.4100
C 2.5756 -0.5077 0.3199
H 0.9744 -2.1821 5.3487
H -3.0527 6.2219 1.2750
H -3.2308 3.9154 1.4534
H -5.6129 -1.5934 0.2939
H -1.8157 5.9077 2.5145
H 0.9662 1.0522 2.4733
H 0.0884 -4.2191 -5.8557
H -0.1355 -1.0891 -1.4478
H 1.8501 0.7040 -2.8129
H -1.6391 7.2827 1.4158
H 0.6845 3.8619 -0.4716
H 0.7649 1.4131 -0.1082
H 3.5663 2.3891 -2.0866
H -5.2344 -3.4059 1.9570
H 2.3984 -1.3909 0.9322
H 4.3773 2.3585 0.2941
H 2.3465 -5.2287 -6.3530
H 4.1336 -5.1188 -4.5928
H -2.8725 -3.8466 2.7874
H -3.6986 -0.1225 -0.4402
H -0.6657 -3.4564 3.9234
H -3.2948 1.4717 1.3124
H -0.2983 7.1356 -0.2562
H 3.7228 -3.9848 -2.4517
H -1.4638 6.3377 -1.3604
H 1.8192 0.0255 4.5905
H 0.1254 5.6100 -1.0853
H 3.6467 0.5405 1.8375
H -0.3136 -3.1052 -3.6421